DFT (ωB97M-V/def2-TZVPD) results for a cluster of 14 separate species, C58H105Cl2F6N18O4P in total at a distorted geometry.

Summary:
Energy above the lowest of the compared OMol25 structures with the same formula, charge and spin ... 1213.7 kJ/mol
Strongest force on any atom ... 5.8 eV/A
HOMO level ... -9.326 eV
Total energy ... -5419.05803 a.u.
E_LUMO ... -0.2488 Ha
HOMO-LUMO gap ... 2.56 eV
Net charge ... +4

XYZ file:
```
194
Properties=species:S:1:pos:R:3:mulliken_charge:R:1
F 4.12 2.45 -5.02 -0.363
F 5.83 1.08 -5.59 -0.373
H -2.12 -0.51 -3.93 0.360
H -1.69 10.70 -4.77 0.378
C -3.30 13.62 1.42 -0.228
H 0.37 -7.34 -5.05 0.292
C 0.66 -5.14 5.00 -0.936
H 4.95 -0.27 5.68 0.291
C -2.38 9.02 1.40 -1.183
H 6.76 -1.09 4.16 0.352
H -1.62 4.44 -3.90 0.348
H -2.39 -1.84 -2.85 0.353
C -2.73 8.32 -4.09 -0.499
N 8.08 -4.19 -9.10 0.104
H 9.47 -0.15 2.04 0.277
H -1.49 3.69 6.81 0.334
C 6.51 -4.79 -6.05 -0.295
H -4.04 -7.97 -0.49 0.276
H 5.72 -5.51 -6.25 0.306
C -3.78 -11.57 3.95 -0.983
H 7.14 -2.49 -10.04 0.424
F 6.09 3.33 -6.06 -0.397
H 2.85 -4.47 -0.14 0.189
H -4.61 -11.47 3.26 0.313
H 1.38 -6.18 -5.62 0.221
H 1.02 10.40 -3.40 0.343
H 3.05 -9.92 6.40 0.467
H -4.91 12.37 0.61 0.435
C -2.66 6.91 -4.16 -0.375
H -4.27 -8.27 2.19 0.396
C -3.57 1.51 7.32 -0.086
N 6.31 0.90 4.67 0.185
H 2.72 -4.53 5.71 0.343
H -9.45 3.87 -4.23 0.345
H -8.92 -2.13 -3.39 0.332
H 0.58 -5.88 -4.04 0.086
H -4.02 9.83 2.47 0.317
H -0.04 -5.96 5.11 0.312
H -1.60 -0.28 -0.09 0.391
F 5.77 1.63 -7.61 -0.353
H 8.20 0.78 0.18 0.419
O -1.91 -6.19 -5.69 -0.702
H 0.46 -0.87 -3.68 0.579
N -0.84 -0.66 -2.15 0.190
H 7.40 -5.29 -5.65 0.300
C -4.13 -0.14 9.00 -0.857
H 2.08 0.33 0.98 0.411
O 5.81 -5.43 1.03 -0.729
N -3.99 2.82 6.97 0.167
H 1.56 -5.16 6.96 0.338
H 4.49 -9.69 3.85 0.341
Cl -5.56 1.77 -6.85 -0.971
C 0.45 -6.26 -5.06 -0.675
C 9.10 -4.36 -10.16 -0.871
H 5.81 0.97 6.63 0.361
C -2.09 -0.80 -2.88 -0.834
C -3.92 12.43 1.04 -0.350
C -9.18 1.54 -2.87 -0.258
H -0.23 4.70 -4.84 0.347
H -2.84 0.97 6.74 0.353
H 9.82 -5.15 -9.94 0.332
H 8.39 -1.44 2.25 0.380
N -2.62 -9.55 2.89 0.213
H -10.94 3.34 -5.04 0.289
C 7.38 1.80 2.88 -0.337
C -0.82 5.16 -4.04 -0.861
H -3.98 -12.15 4.85 0.377
C 1.95 -5.26 5.95 -0.522
C -10.44 3.44 -4.07 -0.805
H 0.59 0.02 1.69 0.335
H 0.50 7.87 -4.08 0.403
H -1.58 14.44 3.79 0.325
C 3.88 -6.91 5.24 -0.198
H 9.61 -3.44 -10.45 0.318
C -1.38 -9.21 1.08 -0.403
H -3.31 3.01 4.99 0.387
H 7.77 2.31 2.02 0.402
C -11.39 1.57 -2.57 -0.461
C 6.51 2.11 4.00 -0.487
H -3.40 6.12 -4.11 0.466
C 0.39 10.54 -4.28 -1.359
H 6.93 -2.84 -5.15 0.387
C -0.56 7.70 -4.21 -0.252
N -2.59 -8.63 0.85 0.132
H 2.34 0.04 -1.65 0.546
C -3.29 -8.69 2.01 -0.129
H 4.54 -6.18 4.79 0.443
P 4.93 2.15 -6.39 1.160
H 8.54 -4.83 -10.97 0.390
H -0.64 -10.41 2.87 0.509
F 3.84 1.06 -6.78 -0.348
H 0.44 11.57 -4.63 0.367
C -2.14 11.92 2.20 -0.397
O 4.48 -3.74 1.69 -0.749
H -9.00 -0.99 -0.82 0.352
N -9.45 0.45 -2.07 0.197
C 0.67 2.00 0.95 -1.028
H 6.39 -4.04 -4.16 0.373
H -2.91 -0.30 -2.37 0.335
H -11.25 -0.16 -1.13 0.385
N 4.02 -8.32 5.26 0.122
N 7.64 0.37 2.93 0.159
H -7.64 -0.05 -1.47 0.349
H 4.42 1.40 5.64 0.328
C -4.89 2.26 8.91 -0.551
H 1.28 -7.92 6.99 0.422
H -2.48 -7.18 -0.68 0.363
H -1.62 4.60 5.34 0.357
C 5.02 -9.01 4.52 -0.877
H -7.72 -0.96 -3.70 0.384
H -4.29 4.34 5.80 0.250
N -3.20 11.39 1.49 0.275
C 0.42 -0.65 -2.62 -0.270
H -5.23 4.22 8.05 0.398
H -2.53 -8.76 -1.26 0.330
H -1.59 15.33 2.26 0.341
H -0.36 2.35 0.85 0.377
Cl -4.48 2.95 -0.21 -0.982
H -1.47 10.70 -3.08 0.345
C -4.84 3.22 7.97 -0.187
H -5.44 2.16 9.84 0.446
H 5.99 3.02 4.24 0.412
C -1.39 14.36 2.72 -0.812
F 4.22 3.20 -7.29 -0.327
H 1.03 -5.16 3.97 0.295
H 5.63 -8.36 3.89 0.348
N -4.19 1.15 8.43 0.126
C 5.30 0.76 5.69 -0.859
H -0.15 5.16 -3.18 0.327
H -3.58 8.99 -4.14 0.474
H 5.63 -9.50 5.27 0.357
H -2.44 -10.10 4.94 0.350
C 6.19 -3.32 -8.14 -0.254
C 7.95 -4.83 -7.96 -0.028
H 2.86 -5.91 0.94 0.104
C -2.96 -8.14 -0.48 -0.742
H 1.20 2.73 0.34 0.321
C -8.54 -0.61 -1.74 -0.522
H -12.35 2.02 -2.77 0.462
N -1.40 8.81 -4.11 0.214
C -8.13 -1.56 -2.89 -1.104
C -3.48 3.61 5.88 -0.453
C -0.77 -0.48 -0.76 -0.294
H 8.31 -0.91 -0.06 0.353
H -4.43 9.75 0.94 0.449
H -11.01 4.04 -3.36 0.365
H -0.38 14.06 2.44 0.351
N -2.27 13.35 2.25 0.131
C 6.95 -0.05 3.98 -0.018
C 4.72 -4.81 0.98 0.552
C 7.88 -0.17 0.61 -1.264
H -1.78 8.98 0.50 0.279
N -1.32 6.55 -4.22 0.168
C 7.12 -3.19 -9.21 -0.530
C 1.33 -0.33 -1.57 -0.709
C 6.19 -3.63 -5.15 -1.273
H -3.92 -9.46 4.62 0.359
C 1.01 0.48 0.80 -0.680
N 0.54 -0.15 -0.41 0.266
C -1.36 -9.80 2.35 -0.489
C 3.44 -5.31 0.24 -0.660
N -10.32 2.09 -3.29 0.123
H -3.64 14.54 0.98 0.396
N 2.67 -6.58 5.90 0.181
H -7.32 -2.26 -2.69 0.349
C -3.54 10.02 1.51 -0.386
C -0.81 -5.67 -5.70 0.519
H 0.93 2.20 1.99 0.331
H -2.99 -12.12 3.44 0.316
H -2.73 7.99 1.29 0.416
H -2.26 5.20 6.82 0.330
H -5.11 -0.59 8.84 0.378
C -2.18 4.29 6.21 -1.049
O -0.56 -4.50 -6.16 -0.731
C 3.08 -8.89 6.09 -0.404
H 5.21 -3.16 -5.18 0.381
H -3.76 -0.18 10.03 0.348
N 6.82 -4.25 -7.37 0.127
H 8.61 -5.52 -7.46 0.318
H 0.79 9.93 -5.09 0.417
H -0.70 -9.23 0.24 0.457
C -1.11 10.21 -3.98 -0.255
C -3.19 -10.13 4.15 -0.646
H -1.70 9.20 2.23 0.338
C 2.21 -7.82 6.46 -0.378
H -1.48 11.35 2.83 0.302
H 3.64 -5.88 -0.66 0.310
C 8.41 -0.39 1.99 -0.319
H 5.27 -2.88 -7.78 0.490
C -10.80 0.54 -1.83 -0.264
H 0.13 -4.22 5.24 0.332
H -8.23 1.73 -3.35 0.461
H 6.80 -0.14 0.45 0.362
H -3.45 -0.82 8.48 0.306
```

---

DFT (ωB97M-V/def2-TZVPD) results for a cluster of 10 separate species, C58H120F12N6O10 in total at a distorted geometry.

Summary:
Strongest force on any atom ... 3.5 eV/A
HOMO level ... -10.345 eV
Total energy ... -4560.66288 a.u.
E_LUMO ... -0.1252 Ha
HOMO-LUMO gap ... 6.94 eV
Net charge ... +2

XYZ file:
```
206
Properties=species:S:1:pos:R:3:mulliken_charge:R:1
H 2.55 -6.13 2.04 0.136
H 2.56 -1.59 -6.32 0.501
N -1.00 8.65 1.52 -0.271
H 3.52 2.19 2.40 -0.016
O -0.28 5.02 -1.53 -0.269
H -4.08 -9.13 -1.95 0.312
H -2.67 -10.81 0.23 0.314
H -0.03 5.99 3.21 0.140
H 5.99 -2.15 0.99 0.385
C 3.58 -0.83 -4.69 -0.488
H -2.19 -7.62 2.86 0.801
H -4.36 -5.42 -3.09 0.496
C 5.06 -1.05 2.58 0.150
C -3.30 3.82 3.89 -1.573
C 0.20 6.87 2.65 -0.875
O 2.42 -5.73 3.98 -0.426
H 1.62 2.84 -0.04 0.520
C -0.81 7.30 1.65 0.598
O -1.97 -1.63 -0.09 -0.134
H -3.38 -1.30 -1.63 0.029
C 0.90 -0.81 2.06 -0.676
H -4.00 -10.83 -1.94 0.357
H 4.99 1.29 -4.03 0.337
H 6.09 -2.84 2.59 0.573
H -5.64 3.89 -2.76 0.593
H -3.09 -3.38 -3.52 0.291
C -4.91 3.33 -0.10 0.440
H -4.88 2.01 -3.96 0.676
H 1.39 4.32 -2.54 -0.408
H -2.15 10.19 0.58 0.358
C 3.19 2.72 4.44 -0.561
C -2.40 -8.74 0.50 -0.741
H -4.48 -5.25 -1.41 0.312
F 0.34 4.06 -4.99 -0.330
C 2.26 -1.16 -5.37 -0.853
F -3.74 -1.58 2.69 -0.311
C -2.94 -7.34 0.63 -0.001
H 1.78 -1.28 1.69 -0.060
C -6.65 0.50 -4.87 -1.555
C 2.21 1.08 -4.37 -0.135
C 5.59 2.83 -2.12 -0.743
H -3.82 -7.29 1.26 0.442
H -1.05 -4.02 2.46 -0.669
H 4.93 4.78 -1.56 0.180
H -4.07 0.48 1.51 -0.009
C -2.43 -1.72 -1.35 -0.940
H 1.94 -7.67 3.62 0.331
O 2.49 0.51 0.36 -1.108
C -1.93 9.19 0.41 -0.716
C -0.28 4.07 -3.76 0.696
H 8.17 -1.62 3.19 0.401
N 5.63 0.30 2.52 0.871
F -1.79 -1.49 -3.68 -0.372
O 0.92 5.98 -3.37 -0.370
H 1.09 -0.60 3.08 0.313
H 5.27 3.69 -0.15 0.117
H 4.88 -1.22 3.66 0.394
C -2.62 -4.93 1.32 -0.879
O -3.08 1.90 2.65 -0.304
H 1.28 0.70 -6.21 0.516
H 6.28 2.07 -1.75 0.391
F 2.79 -3.76 1.06 -0.215
H -1.99 -0.55 0.38 -0.348
C -2.06 -5.49 3.56 -1.102
H 0.71 7.63 3.24 0.320
H -6.17 1.02 -5.68 0.367
F -1.87 -0.90 3.56 -0.165
H 4.10 -1.12 2.07 -0.333
H 0.95 6.53 1.88 0.224
H 5.16 0.69 4.48 0.510
C 2.64 -7.21 5.60 -1.486
H -0.58 -6.82 2.79 0.058
H -3.94 3.98 -3.17 0.435
C -3.59 -3.45 -2.57 -0.159
H -7.21 -0.29 -5.35 0.484
H -4.01 4.46 4.35 0.561
C 2.28 6.32 -3.26 -0.027
C -2.97 2.55 -1.34 -0.218
H 5.83 1.89 1.12 0.348
C -4.65 4.03 -2.35 -0.924
H -7.37 1.10 -4.30 0.298
C -3.23 -9.92 -0.05 -0.652
H -3.94 5.16 0.63 0.221
H -4.18 -9.92 0.50 0.348
C 4.49 0.89 -3.15 -1.464
C -3.11 0.69 2.03 -0.458
H 2.62 5.99 -2.32 0.482
H 3.23 -1.35 -2.10 0.323
H -0.17 -7.17 0.27 0.454
O -1.42 6.49 1.04 -0.408
H -0.47 0.64 1.44 -0.688
H 1.62 1.57 -3.62 -0.300
C 1.83 -6.95 4.41 0.346
H 3.79 1.88 -1.33 -0.567
H 2.38 0.09 -1.62 -0.107
F 4.29 -4.41 2.45 -0.335
H -2.92 -5.48 -2.14 0.212
H -4.95 0.85 -1.06 0.313
C 1.32 0.91 0.51 0.380
H 3.23 2.24 5.43 0.339
H -1.52 9.00 -0.57 0.228
H -2.70 3.48 4.70 0.420
C 5.00 1.22 3.55 -1.561
C 7.55 -1.16 2.40 -0.965
H -4.30 2.79 0.64 -1.062
H 3.73 -7.24 5.36 0.295
C -0.63 -6.19 0.44 -0.334
H -4.77 3.09 2.57 0.077
H 2.88 5.71 -3.95 0.197
C 2.50 7.69 -3.70 -1.501
C -4.07 2.67 3.31 0.099
H -0.84 -5.66 -0.49 0.008
H 0.44 -0.09 -4.85 -0.014
H -4.45 -2.82 -2.65 0.116
F -0.27 -2.06 -2.26 -0.330
H -3.04 -5.67 3.95 0.472
H -3.67 -5.15 1.33 0.591
H 3.53 8.00 -3.77 0.409
O 0.77 -5.10 2.53 -0.337
F -0.97 0.01 -2.35 0.408
C 1.39 0.10 -5.30 -0.279
H 4.09 -1.69 -4.28 0.524
H -2.29 -4.30 0.52 0.104
C 4.29 2.09 -2.29 1.996
H -3.72 0.80 -3.33 -0.526
C -3.87 -4.95 -2.24 -1.312
F 2.74 -3.10 3.08 -0.314
C 2.95 -4.17 2.28 1.140
H 1.07 2.40 3.99 0.188
H 1.88 8.32 -3.07 0.330
C -1.35 -1.31 -2.37 0.976
H 8.28 -1.09 1.57 0.301
C 7.11 0.23 2.88 -0.511
H 0.07 -1.54 2.04 -0.270
H 5.94 3.25 -3.06 0.448
H 6.60 4.38 -0.97 0.438
H -2.67 2.22 -2.36 0.262
H -3.58 5.73 -1.68 -0.045
C -4.56 5.31 -1.52 -0.589
C 0.84 2.10 -0.24 -0.274
H 2.74 1.83 -4.96 0.580
H 1.68 -1.00 -2.87 -0.044
C -2.09 -4.31 2.59 0.864
H -4.95 -0.70 -4.51 0.377
H 2.05 7.71 -4.67 0.348
H -2.81 -3.58 3.02 0.268
H -5.93 3.04 -0.04 0.628
H -2.60 -9.92 -2.19 0.361
H 1.74 -1.91 -4.74 0.142
O -2.15 0.60 1.10 0.207
C 3.58 1.76 3.41 0.850
H -2.08 -8.97 1.47 0.445
C 6.16 -1.90 2.05 -0.873
N 0.51 0.33 1.37 1.610
C 0.55 4.88 -2.77 0.425
H 1.31 3.83 5.10 0.442
H -0.22 9.18 1.89 0.225
C 2.59 -0.54 -2.46 -0.400
H 0.77 -6.88 4.62 -0.058
H -1.47 -8.74 -0.08 0.338
H -2.81 8.60 0.46 0.225
H -6.23 1.86 -1.82 0.348
H 4.23 -0.28 -5.39 0.498
C 1.73 3.25 4.26 -0.957
H 3.90 3.56 4.41 0.369
H 3.53 2.77 -2.76 -0.399
H -5.22 6.12 -1.86 0.467
N -4.39 2.84 -1.43 1.027
H 6.22 0.38 0.39 0.470
H 0.79 1.80 -1.27 -0.474
H -6.01 -0.67 -3.15 0.423
H 5.17 0.21 -2.64 0.395
H 5.65 2.13 3.64 0.410
H -2.28 3.38 -1.05 -0.046
F -3.82 -0.09 4.19 -0.317
N 3.24 0.15 -3.62 0.549
C -3.46 -9.93 -1.56 -1.278
H -2.66 4.35 3.18 0.221
O -2.73 -3.07 -1.52 0.115
C -3.09 -0.49 3.17 0.874
H 0.06 -5.63 1.05 -0.186
H 7.05 0.29 3.95 0.461
H -5.68 5.26 0.34 0.584
H -1.03 5.60 -1.90 0.275
H 2.91 0.92 3.37 -0.116
C -4.78 4.85 -0.04 -0.584
F -1.54 4.54 -3.91 -0.249
F -0.34 2.80 -3.36 -0.030
H -2.83 1.83 -0.48 -0.323
H -1.38 -5.37 4.40 0.340
N -1.94 -6.37 1.22 0.997
H 2.44 -6.40 6.26 0.333
C 5.60 4.01 -1.16 -1.102
C 2.04 -5.34 2.71 -0.980
H 4.45 0.75 0.80 -0.685
H 2.39 -8.12 6.14 0.446
C -5.16 1.58 -1.86 -0.585
H -0.14 2.38 0.11 0.193
C -5.62 -0.05 -3.94 -0.657
C -4.79 1.16 -3.28 0.221
H 7.57 1.13 2.46 0.406
C 5.49 0.84 1.11 -0.039
H 1.59 3.88 3.37 0.112
C -1.68 -6.70 2.69 -0.664
H -3.18 -6.98 -0.38 -0.281
H -4.54 2.05 4.07 0.412
```